Computed, not measured: a structure of composition C3H4BrN in a non-equilibrium geometry, with wB97M-V/def2-TZVPD.

## Properties
- HOMO-LUMO gap (eV) = 11.063
- multiplicity = 1
- LUMO (eV) = 0.3
- E_HOMO (Eh) = -0.39497
- total charge = 0
- relative energy (zero: lowest compared OMol25 entry of this formula, charge and spin) (kJ/mol) = 84.9

Last column: Löwdin charge in e.
Geometry (Å):
C: -1.333 1.965 -0.054  -0.35
C: 0.091 -0.025 0.344  -0.17
C: -1.104 0.586 -0.353  -0.80
N: -1.530 3.059 0.208  0.17
Br: -2.743 -0.434 -0.092  0.69
H: 0.206 -1.066 0.040  0.07
H: -0.009 0.016 1.428  0.08
H: 0.990 0.523 0.056  0.09
H: -0.772 0.522 -1.734  0.22

=====

Computed, not measured: a structure of composition C22H61InN4O16PS5 in a non-equilibrium geometry, with wB97M-V/def2-TZVPD.

## Properties
- HOMO-LUMO gap (eV) = 5.457
- multiplicity = 1
- LUMO (eV) = 1.6
- E_HOMO (Eh) = -0.14358
- total charge = -1
- relative energy (zero: lowest compared OMol25 entry of this formula, charge and spin) (kJ/mol) = 47.6

Last column: Löwdin charge in e.
Geometry (Å):
C: -2.975 5.007 -4.070  -0.06
C: -2.205 5.570 -5.256  -0.61
O: -2.843 6.188 -6.112  -0.01
N: -0.838 5.350 -5.364  -0.17
C: -0.531 4.504 -6.530  -0.17
In: 0.152 4.648 -3.565  0.49
C: -0.103 2.450 -3.229  -0.24
C: 1.206 1.699 -2.937  -0.78
N: 1.797 2.222 -1.703  0.07
N: 0.980 0.253 -2.725  0.05
N: 2.111 1.798 -4.073  0.07
P: 2.643 5.168 -3.619  0.66
C: 2.936 6.912 -3.033  -0.41
C: 3.363 5.041 -5.334  -0.40
H: -2.714 3.960 -3.932  0.06
H: -2.720 5.536 -3.156  0.04
H: -4.032 5.124 -4.279  0.07
H: -0.211 3.500 -6.237  0.05
H: 0.275 4.949 -7.116  0.06
H: -1.392 4.410 -7.188  0.07
H: -0.494 5.527 -2.159  -0.07
H: -0.655 1.965 -4.037  0.04
H: -0.721 2.353 -2.335  0.03
H: 2.555 2.853 -1.933  0.01
H: 1.124 2.804 -1.224  0.02
H: 0.341 0.134 -1.951  0.05
H: 0.539 -0.098 -3.565  0.05
H: 1.732 2.428 -4.761  0.02
H: 3.014 2.149 -3.794  0.05
H: 3.692 6.907 -2.252  -0.01
H: 2.012 7.268 -2.582  -0.01
H: 3.245 7.599 -3.817  0.01
H: 2.679 4.552 -6.024  0.00
H: 3.617 6.007 -5.766  0.01
H: 4.267 4.435 -5.305  0.00
O: -1.037 -2.465 -3.767  -0.27
S: -0.429 -3.721 -3.465  0.55
O: -0.590 -4.844 -4.342  -0.28
O: -0.828 -4.152 -1.989  -0.28
C: -2.232 -4.183 -1.628  -0.23
C: -2.922 -5.444 -2.109  -0.05
C: 1.285 -3.439 -3.177  -0.11
H: -2.725 -3.285 -2.001  0.12
H: -2.241 -4.135 -0.544  0.10
H: -2.998 -5.469 -3.196  0.07
H: -3.927 -5.490 -1.692  0.08
H: -2.371 -6.331 -1.793  0.07
H: 1.390 -2.614 -2.476  0.07
H: 1.723 -3.172 -4.136  0.08
H: 1.739 -4.346 -2.796  0.04
O: 1.210 4.279 0.737  -0.27
S: 1.466 4.091 2.126  0.56
O: 0.451 4.369 3.097  -0.28
O: 2.783 4.906 2.505  -0.26
C: 2.836 6.285 2.083  -0.25
C: 2.027 7.198 2.983  -0.07
C: 2.106 2.476 2.394  -0.11
H: 2.514 6.358 1.043  0.11
H: 3.892 6.548 2.120  0.12
H: 0.960 7.000 2.889  0.07
H: 2.208 8.238 2.711  0.08
H: 2.303 7.050 4.027  0.08
H: 2.905 2.296 1.680  0.08
H: 1.286 1.781 2.225  0.08
H: 2.462 2.404 3.419  0.05
O: -3.915 -0.593 1.548  -0.26
S: -3.221 -1.785 1.919  0.58
O: -3.421 -2.986 1.167  -0.28
O: -3.530 -2.085 3.461  -0.28
C: -4.916 -2.088 3.857  -0.26
C: -5.624 -3.374 3.481  -0.07
C: -1.502 -1.471 2.075  -0.10
H: -5.415 -1.215 3.433  0.12
H: -4.900 -1.964 4.939  0.11
H: -5.723 -3.470 2.402  0.07
H: -6.622 -3.389 3.921  0.08
H: -5.065 -4.238 3.841  0.08
H: -1.362 -0.586 2.692  0.05
H: -1.114 -1.305 1.072  0.08
H: -1.026 -2.340 2.522  0.08
O: 0.512 -1.588 5.634  -0.27
S: -0.365 -0.486 5.886  0.56
O: -0.672 0.438 4.839  -0.27
O: 0.168 0.314 7.150  -0.26
C: 1.553 0.728 7.135  -0.24
C: 1.778 1.960 6.281  -0.06
C: -1.866 -1.072 6.589  -0.11
H: 2.176 -0.106 6.811  0.11
H: 1.792 0.935 8.176  0.12
H: 1.622 1.745 5.225  0.05
H: 2.800 2.317 6.411  0.09
H: 1.088 2.754 6.562  0.09
H: -1.630 -1.740 7.412  0.08
H: -2.392 -1.604 5.798  0.06
H: -2.448 -0.219 6.927  0.08
O: -0.109 -6.688 0.689  -0.27
S: 0.411 -7.593 -0.289  0.57
O: -0.414 -8.651 -0.785  -0.27
O: 1.768 -8.215 0.274  -0.26
C: 1.734 -8.781 1.599  -0.26
C: 1.114 -10.164 1.623  -0.07
C: 1.101 -6.703 -1.634  -0.12
H: 1.215 -8.097 2.272  0.11
H: 2.776 -8.824 1.911  0.12
H: 0.050 -10.126 1.394  0.07
H: 1.237 -10.607 2.612  0.08
H: 1.589 -10.809 0.885  0.08
H: 1.764 -5.941 -1.237  0.08
H: 0.272 -6.249 -2.172  0.05
H: 1.639 -7.395 -2.277  0.09

=====

Computed, not measured: a cluster of 2 separate species, H2N2O2S in total in a non-equilibrium geometry, with wB97M-V/def2-TZVPD.

## Properties
- HOMO-LUMO gap (eV) = 9.262
- multiplicity = 1
- LUMO (eV) = -0.6
- E_HOMO (Eh) = -0.36083
- total charge = 0
- relative energy (zero: lowest compared OMol25 entry of this formula, charge and spin) (kJ/mol) = 29.1

Last column: Löwdin charge in e.
Geometry (Å):
N: -1.123 -0.302 1.054  0.03
N: -0.550 0.598 0.482  -0.04
O: 1.645 0.582 -1.374  -0.48
O: 1.251 -1.805 -1.284  -0.45
S: 0.741 -0.508 -1.704  0.85
H: -1.427 -0.068 2.006  0.06
H: -0.539 1.503 0.821  0.04

=====

Computed, not measured: an isolated molecule of C2H2Br2OS in a non-equilibrium geometry, with wB97M-V/def2-TZVPD.

## Properties
- HOMO-LUMO gap (eV) = 7.714
- multiplicity = 1
- LUMO (eV) = -1.3
- E_HOMO (Eh) = -0.33265
- total charge = 0
- relative energy (zero: lowest compared OMol25 entry of this formula, charge and spin) (kJ/mol) = 287.0

Last column: Löwdin charge in e.
Geometry (Å):
S: 2.255 0.576 -1.965  0.71
C: 1.973 -0.530 -0.808  -0.94
C: 0.182 -0.527 -0.181  -0.65
Br: -0.629 -2.251 -0.143  0.59
O: 2.796 -1.336 -0.208  -0.63
Br: 2.426 -2.102 1.378  0.85
H: 0.167 -0.151 0.896  0.04
H: -0.112 0.234 -0.966  0.02